Density functional theory data (ωB97M-V/def2-TZVPD) for a gas-phase ion, C5H12S2 (charge -1) at a distorted geometry.

Structure (XYZ):
```
19
Properties=species:S:1:pos:R:3:forces:R:3:mulliken_spin:R:1
C -0.208 -1.662 -1.532 -0.411 -0.354 1.518 0.077
C -0.434 -2.465 -0.204 -0.062 0.560 -0.686 0.002
C -1.265 -0.614 -1.842 0.662 1.680 0.325 -0.227
S -0.683 1.156 -1.595 0.072 0.219 -3.160 0.602
S -0.524 0.957 0.504 -0.431 -0.851 2.797 0.408
C 0.719 2.180 0.889 0.055 0.820 0.009 -0.067
C 1.194 1.969 2.334 0.211 -0.210 -0.882 0.115
H -0.200 -2.426 -2.308 0.427 0.341 -0.420 -0.032
H 0.720 -1.111 -1.401 0.312 -0.329 -0.582 0.011
H 0.330 -2.239 0.535 -0.006 -0.012 0.034 0.017
H -0.407 -3.525 -0.451 -0.129 -0.189 0.331 0.000
H -1.398 -2.186 0.222 -0.004 -0.256 0.122 -0.002
H -1.480 -0.585 -2.906 -0.500 -0.122 0.088 0.085
H -2.145 -0.591 -1.198 -0.244 -0.764 -0.258 0.018
H 1.512 2.194 0.138 0.298 -0.564 0.100 -0.028
H 0.358 3.218 0.835 -0.421 -0.217 -0.061 -0.001
H 1.336 0.906 2.520 0.086 -0.011 0.096 0.084
H 0.425 2.334 3.007 0.097 0.093 0.261 0.061
H 2.149 2.487 2.452 -0.013 0.166 0.368 -0.124
```
Forces are in eV/Å.

Its spin multiplicity is 2. The energy above the lowest of the compared OMol25 structures with the same formula, charge and spin is 45.7 kJ/mol. Its highest occupied orbital energy (spin up / spin down) is 0.55 / -3.22 eV. As for the expectation value of S²: 0.753. The maximum force comes out at 3.17 eV Å⁻¹. Its frontier orbital gap (spin up / spin down) is 3.309 / 7.040 eV. The molar mass comes out at 136.29 Da. Its charge is -1.